Computed, not measured: C25H24F2N4O3 in the gas phase, with ωB97M-V/def2-TZVPD.

The geometry in XYZ format:
```
58
Properties=species:S:1:pos:R:3:forces:R:3
C -1.172151 -4.243150 -0.668253 0.05 0.00 0.05
C -2.109849 -3.084621 -0.589329 -0.32 0.24 0.01
C -3.355265 -3.206350 0.023571 0.13 0.01 -0.03
C -4.179926 -2.099378 0.089316 0.00 -0.13 0.02
N -3.848419 -0.914045 -0.394414 -0.02 0.35 -0.19
C -2.656358 -0.792728 -0.970077 -0.06 -0.32 0.13
N -2.418374 0.501070 -1.434316 -0.31 0.08 -0.01
C -1.268281 1.057640 -1.899418 -0.28 0.41 -0.23
O -0.223801 0.461012 -2.037499 0.32 -0.18 -0.05
C -1.421910 2.537095 -2.206215 0.16 0.01 0.07
C -1.485565 3.343914 -0.900421 0.07 0.07 -0.18
C -0.112666 3.390275 -0.254809 -0.40 -0.04 0.02
O 0.770317 4.089466 -0.725980 0.11 0.25 -0.26
N 0.114149 2.641971 0.851790 0.25 0.07 0.23
C 1.391659 2.795005 1.535689 0.34 0.11 0.17
C 2.506778 1.863756 1.033091 -0.47 0.49 0.20
O 3.086687 1.103547 1.779016 0.23 -0.09 0.26
N 2.755256 1.992851 -0.279193 0.15 0.07 -0.59
C 3.789650 1.220182 -0.946472 0.06 -0.08 0.24
C 3.669096 -0.246476 -0.618246 0.08 -0.13 -0.13
C 4.721004 -0.941603 -0.039288 -0.18 0.04 -0.17
C 4.591104 -2.281048 0.281175 -0.11 -0.22 0.01
C 3.388672 -2.910665 0.023331 0.03 0.11 -0.04
F 3.248511 -4.219679 0.336489 0.01 0.08 0.00
C 2.324778 -2.243378 -0.553602 0.08 -0.17 0.11
C 2.474496 -0.908179 -0.879202 0.24 0.05 -0.02
C -0.733942 1.627609 1.366400 -0.50 -0.37 0.15
C -1.949148 1.941966 1.966730 0.10 0.06 0.03
C -2.744727 0.938734 2.492967 0.07 0.01 -0.05
C -2.330936 -0.380543 2.453607 0.21 -0.14 -0.02
C -1.107792 -0.669652 1.876107 -0.12 0.17 0.13
F -0.687118 -1.947067 1.848481 0.04 0.04 0.04
C -0.300407 0.307627 1.325964 -0.07 -0.02 0.03
C -1.756006 -1.842569 -1.100825 0.01 -0.09 -0.03
H -0.507221 -4.223934 0.195961 0.09 -0.05 0.02
H -1.714591 -5.185364 -0.654135 0.01 -0.07 -0.02
H -0.564844 -4.192958 -1.569066 0.06 -0.04 -0.04
H -3.672193 -4.150289 0.438502 -0.06 -0.11 0.04
H -5.158017 -2.151402 0.549346 -0.07 -0.11 0.05
H -3.231511 1.092833 -1.320560 0.14 -0.04 -0.02
H -0.561963 2.866109 -2.791377 -0.09 -0.09 0.01
H -2.330777 2.701520 -2.787479 0.01 0.01 0.00
H -1.746339 4.376473 -1.142469 0.04 -0.06 0.11
H -2.238173 2.929492 -0.233382 0.00 0.11 -0.07
H 1.718538 3.829586 1.391623 -0.03 -0.13 0.07
H 1.241757 2.600261 2.599366 0.06 -0.02 -0.16
H 2.283991 2.726896 -0.791431 -0.04 0.00 0.13
H 4.778622 1.583865 -0.643048 -0.06 -0.06 -0.11
H 3.669778 1.374396 -2.021239 0.05 0.06 0.09
H 5.647917 -0.431813 0.175185 0.09 0.08 0.06
H 5.399917 -2.831549 0.734913 0.06 -0.08 0.05
H 1.399374 -2.764979 -0.735498 -0.11 -0.11 -0.03
H 1.657313 -0.374292 -1.340058 -0.10 0.05 -0.02
H -2.259269 2.973882 2.039914 0.00 0.10 -0.02
H -3.689140 1.189064 2.950095 -0.09 0.02 0.04
H -2.932418 -1.174081 2.865800 -0.05 -0.12 0.03
H 0.647183 0.038290 0.887797 0.11 -0.07 -0.08
H -0.807459 -1.684606 -1.584928 0.08 0.02 -0.05
```
Positions in Å, forces in eV/Å.

The orbital gap comes out at 0.3348 hartree. The relative energy (zero: lowest compared OMol25 entry of this formula, charge and spin) is 8.7 kJ/mol. The SMILES is Cc1ccnc(NC(=O)CCC(=O)N(CC(=O)NCc2ccc(F)cc2)c2cccc(F)c2)c1. The value obtained for the lowest unoccupied orbital energy is 0.56 eV. As for the energy: -1611.6371 hartree.


Computed, not measured: a molecular structure, C11H32ClO11S3Ti in a non-equilibrium geometry, with ωB97M-V/def2-TZVPD.

The geometry in XYZ format:
```
59
Properties=species:S:1:pos:R:3:forces:R:3
Ti 0.258988 -1.099612 -1.118921 0.73 -1.16 0.62
Cl 1.963548 -3.118552 0.148229 -0.51 0.74 -0.33
O -4.012022 -3.127452 0.786489 0.00 -1.24 -0.81
S -3.025202 -4.141002 0.470349 1.51 0.60 0.68
O -3.325462 -5.538992 0.202619 -0.26 1.60 0.17
O -2.101432 -3.586712 -0.780221 0.29 -0.14 3.50
C -2.724922 -3.571542 -2.025891 -2.01 -1.29 1.31
C -1.904782 -2.701102 -2.843981 0.79 0.02 -2.29
C -1.785842 -4.008692 1.772259 0.50 -0.64 -1.01
H -3.735562 -3.192162 -1.874981 -0.21 0.34 -0.30
H -2.842522 -4.642322 -2.192321 0.11 0.05 -1.50
H -1.618692 -1.802042 -2.298131 -0.16 0.17 0.25
H -2.456582 -2.404752 -3.736061 -0.01 0.19 -0.10
H -1.016912 -3.218272 -3.207741 0.19 0.08 0.16
H -1.557322 -2.969862 2.010399 -0.44 -0.16 0.03
H -0.877732 -4.450082 1.361629 0.10 0.02 -0.09
H -2.076212 -4.637082 2.614219 -0.36 0.33 -0.04
O -0.698032 -1.031202 3.436909 0.12 -0.46 0.11
S -0.607432 -0.059302 2.404809 -0.29 2.16 -1.35
O -0.727772 -0.427342 0.979829 0.07 0.93 2.93
O -1.818722 1.059498 2.700329 1.64 -1.67 -1.82
C -1.963022 1.678238 3.973489 -0.40 0.02 0.24
C -3.455012 1.776598 4.191129 -0.89 0.25 0.15
C 0.864578 1.045938 2.736039 -0.97 -0.96 0.00
H -1.492762 2.658728 3.898689 0.08 0.03 0.24
H -1.528992 1.101978 4.790579 0.29 -0.18 -0.23
H -3.741492 1.645928 5.234659 0.15 0.04 0.04
H -3.970962 1.009398 3.613819 0.18 -0.17 0.11
H -3.891482 2.716908 3.854369 0.22 0.12 -0.02
H 0.972098 1.738768 1.901459 0.12 -0.25 0.07
H 1.725668 0.412008 2.947619 -0.03 -0.09 -0.54
H 0.658998 1.560758 3.674549 -0.28 0.06 -0.14
O 1.621568 0.564088 -0.512681 2.12 1.42 -0.54
S 2.891128 1.262838 -0.763011 0.85 0.96 2.19
O 3.338558 1.639548 -2.078541 -0.71 -0.42 0.32
O 2.876098 2.664508 0.167879 0.34 -1.54 -0.62
C 2.221718 3.844968 -0.315541 -2.34 -1.73 -1.18
C 2.093688 4.832048 0.759779 2.06 0.21 0.64
C 4.327648 0.509938 0.212129 -1.67 0.25 -0.86
H 1.156828 3.632258 -0.409751 -0.22 -0.89 -0.90
H 2.566228 4.124178 -1.311251 0.49 0.32 0.32
H 1.794518 4.290478 1.657159 -0.60 0.31 -0.03
H 1.398118 5.586588 0.392429 0.29 0.29 0.61
H 3.117288 5.137118 0.977209 -0.18 1.08 0.25
H 3.906748 0.407858 1.212399 0.29 -0.09 -0.06
H 5.191738 1.171418 0.149839 -0.37 0.13 -0.03
H 4.541808 -0.459442 -0.237901 -0.23 -0.01 0.08
C 2.350558 -0.799322 -3.855781 0.54 0.27 0.12
O 1.413388 -1.685352 -3.186781 0.48 1.33 -0.75
H 3.320758 -0.757822 -3.360711 0.18 -0.80 0.11
H 2.481748 -1.078762 -4.901151 -0.04 -0.15 0.03
H 2.151608 0.272138 -3.833321 -1.25 -0.22 0.17
H 1.715168 -2.551282 -3.470841 -0.21 -0.37 0.51
C -0.593882 1.778778 -2.692291 -0.04 0.80 -0.30
O -0.628762 0.376108 -2.498621 -0.46 0.54 -0.99
H -0.987992 2.271548 -1.803501 0.48 0.05 0.07
H 0.381598 2.117518 -3.041291 0.45 0.05 0.78
H -1.207172 2.114058 -3.528691 -0.60 -0.40 0.00
H -0.927702 0.057338 -3.353381 0.04 -0.69 0.02
```
Positions in Å, forces in eV/Å.

Its multiplicity is 4. The orbital gap (alpha / beta) comes out at 0.1427 / 0.2854 hartree. The relative energy (zero: lowest compared OMol25 entry of this formula, charge and spin) is 274.7 kJ/mol. The value obtained for the lowest unoccupied orbital energy (alpha / beta) is 0.08 / 0.02 eV. As for the energy: -3769.9889 hartree.


Computed, not measured: 2 unconnected molecules or ions with the total composition C4H6SSi in a non-equilibrium geometry, with ωB97M-V/def2-TZVPD.

The geometry in XYZ format:
```
12
Properties=species:S:1:pos:R:3:forces:R:3
Si 0.108775 1.247160 1.356630 0.67 -0.38 -3.24
C -0.715610 1.051110 -0.451677 1.13 1.13 5.20
C -1.017399 0.563328 -1.535992 -2.56 -1.25 -3.23
S -2.006589 2.154049 -1.217138 0.03 0.93 0.26
H 1.441831 1.441286 0.694015 -0.05 0.23 0.88
H 0.148519 0.174796 2.313369 -0.14 -0.88 0.09
H -0.479726 2.340774 2.044784 -0.40 1.00 0.17
H -1.645496 0.051539 -2.245143 1.34 -0.84 -0.14
C 1.603309 -2.050047 -0.309734 0.02 0.79 0.08
C 0.513987 -2.536586 -0.187109 0.24 -0.12 -0.03
H 2.479169 -1.420445 -0.382252 -0.34 -0.62 -0.03
H -0.430770 -3.016964 -0.079753 0.06 0.00 -0.02
```
Positions in Å, forces in eV/Å.

The orbital gap comes out at 0.3016 hartree. The relative energy (zero: lowest compared OMol25 entry of this formula, charge and spin) is 495.5 kJ/mol. The SMILES is [SiH3]C1=CS1.C#C. The value obtained for the lowest unoccupied orbital energy is 0.51 eV. As for the energy: -843.4572 hartree.


Computed, not measured: 2 unconnected molecules or ions with the total composition C8H7ClOSe in a non-equilibrium geometry, with ωB97M-V/def2-TZVPD.

The geometry in XYZ format:
```
18
Properties=species:S:1:pos:R:3:forces:R:3
C 1.823935 1.184572 -0.820991 -2.40 -0.86 0.32
C 1.199704 0.959128 0.435737 5.56 2.86 0.03
C 1.146882 0.742863 -1.942261 -0.10 -0.56 -2.18
C 0.091098 0.296307 0.523142 -3.13 -1.93 0.63
C -0.051892 0.014711 -1.842173 -0.15 -0.85 0.55
C -0.531536 -0.287285 -0.567395 -1.57 0.67 -0.64
C -2.264627 2.057259 1.263147 0.30 2.11 0.80
C -2.173156 -2.099003 1.122997 1.37 0.44 0.00
O -2.490571 3.172368 1.143801 0.25 -1.41 0.11
Cl -3.639722 0.848571 -0.410360 -0.58 -0.53 -0.79
Se -2.317994 -1.197396 -0.397168 1.32 -0.71 0.44
H 2.647723 1.791600 -0.930706 1.91 1.02 -0.06
H 1.643380 1.330567 1.431058 -0.49 -0.29 -1.96
H 1.454121 0.848124 -3.050880 0.08 0.32 2.20
H -0.282350 0.406623 1.498478 -1.28 -1.01 0.98
H -0.522265 -0.353638 -2.766016 0.08 0.20 0.62
H -1.491378 -1.800153 1.945565 -0.55 0.02 -0.83
H -2.658938 -3.059256 1.253800 -0.63 0.49 -0.23
```
Positions in Å, forces in eV/Å.

The orbital gap (alpha / beta) comes out at 0.2913 / 0.2914 hartree. The value obtained for the lowest unoccupied orbital energy (alpha / beta) is -0.82 / -0.82 eV. As for the energy: -3245.7731 hartree.


Question: Look up the energy of the fourth one.
Answer: -3245.7731 hartree